{"formula": "C4H4GdLiO5", "method": "ωB97M-V/def2-TZVPD", "homo_lumo_gap_ev": [8.82, 7.07], "charge": 2, "energy_ha": -1303.52934, "molar_mass_g_mol": 296.26, "homo_ev": [-16.325, -18.499], "spin_multiplicity": 8, "s_squared": 15.778, "elements": ["Gd", "O", "O", "O", "O", "O", "C", "C", "C", "C", "Li", "H", "H", "H", "H"], "positions_angstrom": [[-0.216, 0.836, -1.008], [-2.895, -0.348, -4.627], [1.520, 1.094, 0.271], [1.264, -0.619, 1.744], [-1.348, 0.692, -3.253], [3.255, 0.191, 1.266], [2.028, 0.228, 1.088], [-2.107, 0.192, -3.989], [-0.188, -0.469, 1.872], [-0.968, -0.660, 0.584], [3.433, 1.672, -0.011], [-0.982, -1.725, 0.301], [-2.016, -0.396, 0.812], [-0.371, 0.527, 2.303], [-0.411, -1.216, 2.646]], "forces_ev_per_a": [[-0.3, 1.3, -2.2], [1.0, 0.8, 0.4], [-0.9, 0.7, -0.8], [-1.1, -0.6, 0.1], [0.9, 0.6, 0.8], [-1.6, 0.3, -0.6], [3.1, -0.6, 1.6], [-2.0, -1.4, -1.1], [1.8, 1.7, -0.6], [-1.6, -3.1, 4.3], [0.5, -0.2, 0.5], [0.6, 0.4, -1.1], [0.1, 0.6, -0.7], [0.0, -0.3, 0.1], [-0.5, -0.1, -0.4]], "mulliken_charge": [1.472, -0.187, -0.879, -0.273, -0.485, -0.716, 1.143, 0.756, -0.466, -0.823, 0.881, 0.372, 0.423, 0.418, 0.363]}